1.
Molecular formula: C7H8O3
Method: DFT, ωB97M-V/def2-TZVPD

Last column: Mulliken charge in e.
CARTESIAN COORDINATES (ANGSTROEM)
1 C -1.38893 1.32489 -0.49888  -0.91
2 C -0.20174 1.12278 -1.15325  0.12
3 C 1.11301 1.47846 -0.52413  0.49
4 O 1.45982 2.56727 -0.18267  -0.51
5 O 1.72700 0.32988 -0.13516  -0.38
6 C 0.84376 -0.74260 -0.34222  0.50
7 C 1.26841 -1.88386 -0.86610  -0.95
8 C -0.69154 -0.68247 0.35852  0.76
9 C -0.45636 -0.29407 1.81073  -1.18
10 O -1.43880 -1.57804 0.01711  -0.60
11 H -1.41706 2.05164 0.30295  0.32
12 H -2.31865 1.11132 -1.00383  0.32
13 H -0.17573 0.58588 -2.09655  0.38
14 H 2.27392 -1.99254 -1.24287  0.33
15 H 0.59046 -2.72284 -0.92004  0.30
16 H 0.12877 -1.08625 2.28384  0.32
17 H -1.42113 -0.22809 2.31301  0.36
18 H 0.10479 0.63865 1.87953  0.35

Atomic forces in eV per Å
1.6141 1.5776 -1.8154
-1.9278 0.8827 0.0903
-1.1182 0.1287 1.1166
0.4588 -0.1319 -0.4305
-0.2339 -0.0029 -0.3967
-1.1810 -1.0316 0.6707
-0.1529 0.4380 0.1376
3.7905 -3.7474 0.2321
-0.9395 0.9742 -0.2127
-0.2061 1.5501 -0.0882
0.0162 -0.4183 0.4271
-0.0527 -0.3642 0.1353
-0.0478 -0.0090 0.1098
0.1069 0.0154 0.0394
-0.0601 0.0582 -0.0254
-0.0335 -0.0565 -0.3548
0.0961 0.1718 0.1562
-0.1293 -0.0352 0.2086

Values from the calculation:
Net charge   0
ΔE to the lowest compared entry with this formula, charge and spin   78.2 kcal per mole
Orbital gap   0.352 hartree
Total energy   -13527.8658 eV
SMILES   C=CC(=O)OC(=C)C(C)=O
Largest force on an atom   5.34 eV Å⁻¹



2.
Molecular formula: C7H8OS
Method: DFT, ωB97M-V/def2-TZVPD

Last column: Mulliken charge in e.
CARTESIAN COORDINATES (ANGSTROEM)
1 C 2.22642 -1.02959 -0.72917  -0.69
2 C 3.47282 -0.50499 -0.72629  -0.34
3 C 2.05151 0.67179 0.84645  -0.55
4 C 1.41264 -0.34980 0.19806  0.74
5 C -1.08022 -0.41927 1.11706  -1.13
6 C -1.24150 -1.29867 -0.07993  -0.54
7 C 0.03769 -0.65620 0.40121  0.54
8 O -1.93710 2.62026 -0.54425  -0.64
9 S 3.72035 0.77912 0.40156  -0.18
10 H 1.81496 -1.86682 -1.30529  0.38
11 H 4.13744 -0.98790 -1.39373  0.45
12 H 1.63469 1.45867 1.44217  0.42
13 H -1.84521 1.69995 -0.52540  0.31
14 H -1.43438 -0.16187 2.06834  0.42
15 H -1.23769 -2.41765 -0.09445  0.23
16 H -1.70175 -0.95295 -0.91284  0.28
17 H -1.79410 2.94184 0.32739  0.32

Atomic forces in eV per Å
0.5362 0.0479 -0.3075
-0.9983 -1.4342 -0.7163
1.6502 1.5980 1.0372
-5.1539 -1.3894 0.1466
-2.8970 0.4556 0.5310
2.6858 -1.8815 2.8424
4.9328 -0.1369 -2.6003
-0.4509 1.8981 -1.3201
-0.3650 -0.1311 -0.2241
0.6311 0.4294 0.0807
1.4335 0.3062 -0.1791
-0.2111 -0.0363 0.2719
0.2666 -2.1219 0.2694
-0.5525 -0.0627 1.0279
-0.3788 0.8196 0.6684
-1.3253 1.4248 -2.6073
0.1965 0.2146 1.0793

Values from the calculation:
Net charge   0
ΔE to the lowest compared entry with this formula, charge and spin   43.1 kcal per mole
Multiplicity   3
Orbital gap (spin up / spin down)   0.234 / 0.247 hartree
Total energy   -20265.1094 eV
Largest force on an atom   5.58 eV Å⁻¹



3.
Molecular formula: C7H9Br2FO4SYb
Method: DFT, ωB97M-V/def2-TZVPD

Last column: Mulliken charge in e.
CARTESIAN COORDINATES (ANGSTROEM)
1 C -2.38534 -1.69845 -2.22399  -0.89
2 C -1.42612 -1.85368 -1.33198  -0.35
3 C -1.20469 -0.80264 -0.29396  1.12
4 F -1.57291 0.41825 -0.77987  -0.33
5 O -2.10322 -0.99948 0.81115  -0.29
6 S -1.33890 -1.53615 2.08921  1.14
7 O -1.04338 -2.90444 1.97696  -0.47
8 O -1.94086 -1.03769 3.24690  -0.50
9 O -0.01079 -0.64708 1.74305  -0.40
10 C 0.21229 -0.70686 0.37768  -0.09
11 Br 1.35956 -2.31541 0.10911  0.03
12 C 1.09966 0.45147 -0.07223  -1.18
13 Br 1.22854 0.44850 -2.02405  0.17
14 C 0.69684 1.82333 0.46059  0.00
15 C 1.91398 2.75808 0.40361  -0.98
16 H -3.17564 -0.97533 -2.09677  0.30
17 H -2.39933 -2.35335 -3.07954  0.34
18 H -0.85079 -2.76141 -1.32616  0.36
19 H 2.08537 0.21798 0.34198  0.85
20 H -0.10800 2.23281 -0.13766  0.39
21 H 0.40429 1.76464 1.50471  0.44
22 H 1.66628 3.79450 0.20652  0.49
23 H 2.49836 2.66121 1.32691  0.48
24 H 2.53949 2.41191 -0.40930  -0.08
25 Yb 3.85531 1.60930 -0.82287  1.46

Atomic forces in eV per Å
-0.1900 -0.1391 -0.1252
0.2537 0.2401 -0.1960
-1.1885 -0.8796 0.2811
0.4308 0.2130 0.1232
0.3645 -0.0393 -0.1925
-1.0339 -0.2433 0.7336
0.4549 -0.3808 -0.5627
-0.0162 0.7552 0.3344
0.4295 0.7058 0.0275
0.6483 -1.2120 0.0162
-0.0103 0.1014 -0.3424
-0.8596 0.5465 0.9045
0.9033 0.3915 0.1345
0.3114 0.3869 -0.4688
-0.5875 -0.1539 0.5308
0.1660 0.4660 -0.4099
-0.4842 -0.3358 0.0831
0.5128 0.1212 -0.0249
0.2205 -0.3530 0.0107
-0.2409 0.0283 0.1136
-0.3200 -0.2432 0.0228
0.0770 0.1757 0.1055
0.1474 0.1980 0.0818
-4.3595 3.0081 0.8064
4.3704 -3.3578 -1.9875

Values from the calculation:
Net charge   +2
ΔE to the lowest compared entry with this formula, charge and spin   0.0 kcal per mole
Orbital gap   0.219 hartree
Total energy   -200740.6731 eV
Largest force on an atom   5.86 eV Å⁻¹



4.
Molecular formula: C7H9Cl2N4
Method: DFT, ωB97M-V/def2-TZVPD

Last column: Mulliken charge in e.
CARTESIAN COORDINATES (ANGSTROEM)
1 N 1.13526 2.65470 -0.89339  -0.59
2 C 0.42228 1.44477 -1.11018  -0.20
3 C 0.40071 0.67685 0.36028  -0.07
4 N 1.23484 1.31629 1.16754  -0.26
5 N 0.04898 -0.62296 0.53321  0.25
6 C 0.64115 -1.73695 1.04383  0.19
7 C 0.18221 -2.95417 0.68755  -0.81
8 C -0.87056 -2.97360 -0.33413  0.00
9 N -1.56752 -1.95056 -0.63000  -0.47
10 C -1.20868 -0.75415 -0.15849  -0.02
11 C -2.03713 0.29384 0.09043  0.30
12 Cl -1.82825 1.69738 1.10763  -0.10
13 Cl -3.52875 0.37547 -0.77687  -0.11
14 H 0.64366 3.49478 -0.61350  0.28
15 H 1.82569 2.92443 -1.53044  0.17
16 H -0.50255 1.60904 -1.50478  0.36
17 H 0.90229 0.68706 -1.69140  0.50
18 H 1.52010 1.07305 2.06921  0.17
19 H 1.30904 2.29576 0.86280  0.25
20 H 1.59882 -1.77404 1.52209  0.35
21 H 0.71059 -3.82832 0.72702  0.43
22 H -1.03217 -3.94868 -0.92841  0.37

Atomic forces in eV per Å
-0.4067 0.5714 0.4884
1.1704 -0.3988 3.0240
3.8693 0.6063 0.2876
-1.5326 -0.0808 -1.5760
-1.2542 2.0280 -1.8129
0.8990 -2.1342 0.2070
-1.8879 2.4460 -2.0398
0.1600 -1.7912 -0.1384
-0.4337 -0.3059 -1.9767
-0.2061 0.5317 3.2807
-1.8053 0.0270 -1.1955
-0.2144 -0.6536 -0.1091
0.2681 -0.1049 0.1705
-0.6783 -0.3704 -0.4161
1.2236 -0.0472 -1.0673
-2.7268 0.1566 -0.7305
0.8140 -0.0684 -0.6465
0.1159 -0.7595 1.5023
0.8867 -0.4114 0.0182
0.3195 1.0744 0.4529
1.4575 -1.8971 1.1082
-0.0379 1.5823 1.1689

Values from the calculation:
Net charge   +1
ΔE to the lowest compared entry with this formula, charge and spin   11.5 kcal per mole
Orbital gap (spin up / spin down)   0.278 / 0.278 hartree
Total energy   -38400.6693 eV
SMILES   NCC(=[NH2+])N1C=CC=NC1=C(Cl)Cl
Largest force on an atom   3.93 eV Å⁻¹



5.
Molecular formula: C7H9ClF3N3
Method: DFT, ωB97M-V/def2-TZVPD

Last column: Mulliken charge in e.
CARTESIAN COORDINATES (ANGSTROEM)
1 C -1.02805 -1.15376 -0.09796  -0.95
2 N -1.07726 0.26217 -0.43142  0.11
3 C -1.50969 0.46148 -1.78834  -0.94
4 C 0.16710 0.86394 -0.08571  0.87
5 C 0.28053 2.35294 -0.30750  0.61
6 F 1.37438 2.89792 0.29671  -0.28
7 F 0.46618 2.68874 -1.64194  -0.26
8 F -0.78394 3.03697 0.13077  -0.26
9 N 0.18105 0.81733 1.42934  -0.67
10 C 1.19933 0.57176 2.05108  -0.28
11 C 2.58213 0.39933 1.39560  -0.76
12 C 2.37077 0.12808 -0.05986  0.36
13 Cl 3.63189 -0.72714 -0.81168  -0.17
14 N 1.33256 0.34537 -0.67381  -0.54
15 H -2.17665 -1.30264 0.17100  0.34
16 H -0.51000 -1.76331 -0.88336  0.32
17 H -0.47029 -1.41553 0.81046  0.33
18 H -0.70410 0.21656 -2.44976  0.40
19 H -2.36169 -0.37095 -2.05506  0.29
20 H -1.80995 1.52303 -1.91263  0.26
21 H 1.24558 0.57594 3.08098  0.54
22 H 3.01190 1.42298 1.55291  0.25
23 H 3.09763 -0.45516 1.79713  0.44

Atomic forces in eV per Å
-2.1873 -0.6169 0.6823
0.9120 -0.0776 0.3714
-1.9766 -1.2980 -0.6678
0.5203 0.8415 2.9903
-0.1242 2.6847 -1.5776
-0.5012 -0.6273 0.0089
-0.5192 -0.6003 1.1945
0.3093 -0.3934 -0.2272
-3.0595 0.4425 -1.2368
3.3294 -0.4858 -1.7240
-1.1429 0.9902 -0.2006
0.3666 0.1291 1.7199
1.0193 -0.4220 -0.6867
-0.9021 -1.0835 -2.3993
2.4706 -0.9190 -1.0110
-1.1051 0.2108 0.2050
-0.2496 0.6659 -0.0356
0.5681 0.0093 -0.8672
1.7518 2.4977 0.8149
-0.2137 -0.8858 -0.2385
-0.3807 -0.0875 2.3848
0.4403 -1.1760 -0.0971
0.6745 0.2014 0.5974

Values from the calculation:
Net charge   0
ΔE to the lowest compared entry with this formula, charge and spin   0.0 kcal per mole
Orbital gap   0.365 hartree
Total energy   -32548.4291 eV
SMILES   CN(C)[C@@]1(C(F)(F)F)N=CCC(Cl)=N1
Largest force on an atom   3.78 eV Å⁻¹